Entry 1:
90
Properties=species:S:1:pos:R:3:forces:R:3 method="wB97M-V/def2-TZVPD" orbital_gap_ev="5.819 / 5.642"
Ir -1.6429 -0.4914 -0.1364 0.41 -2.03 0.76
O -3.2701 0.4155 3.5053 -0.23 0.22 -0.16
S -2.4070 0.6091 2.3849 0.49 0.06 0.17
O -3.0757 0.7440 1.0493 0.25 -0.34 0.01
O -1.3019 -0.3717 2.2558 -0.16 0.38 0.05
C -1.5087 2.1227 2.5948 0.10 0.11 -0.03
C -2.0223 3.0960 3.4359 0.02 -0.03 -0.06
C -1.3037 4.2625 3.6478 -0.03 0.02 0.02
C -0.0887 4.4473 3.0088 0.02 0.04 -0.02
C 0.4185 3.4713 2.1616 -0.02 0.05 -0.07
C -0.2785 2.2888 1.9394 -0.23 -0.25 0.05
P 0.3846 0.9824 0.8062 0.21 0.96 -0.36
C 1.6244 0.1533 1.8613 -0.16 -0.21 -0.05
C 1.4950 0.1171 3.2471 0.00 0.03 0.00
C 2.4642 -0.5006 4.0234 0.03 0.00 -0.01
C 3.5655 -1.0960 3.4248 0.00 0.06 0.01
C 3.6808 -1.0997 2.0422 -0.01 0.07 -0.03
C 2.7129 -0.4822 1.2646 -0.01 -0.01 0.00
C 1.4440 2.0046 -0.2978 -0.02 0.01 -0.03
C 0.8309 2.4932 -1.4513 0.02 0.02 0.02
C 1.5274 3.2920 -2.3458 0.00 -0.01 0.02
C 2.8582 3.6016 -2.1071 -0.01 0.01 0.00
C 3.4817 3.1188 -0.9652 0.01 -0.01 -0.02
C 2.7796 2.3313 -0.0641 -0.01 0.02 0.04
H -2.9727 2.9194 3.9209 0.01 -0.01 0.04
H -1.6855 5.0190 4.3204 -0.03 0.02 -0.03
H 0.4713 5.3602 3.1659 0.02 -0.02 0.02
H 1.3639 3.6414 1.6630 -0.01 0.00 0.02
H 0.6347 0.5671 3.7227 0.01 0.02 0.00
H 2.3581 -0.5146 5.1003 0.00 0.01 0.01
H 4.3282 -1.5625 4.0357 0.00 -0.02 0.00
H 4.5202 -1.5880 1.5635 0.02 0.01 0.00
H 2.8161 -0.4791 0.1874 0.04 0.02 0.00
H -0.2034 2.2401 -1.6473 -0.06 -0.02 -0.01
H 1.0321 3.6586 -3.2359 -0.01 0.02 0.01
H 3.4082 4.2201 -2.8047 0.01 -0.01 -0.01
H 4.5211 3.3538 -0.7751 0.00 0.02 0.02
H 3.2794 1.9804 0.8290 0.01 -0.03 0.00
S -4.6736 2.2751 -2.8460 -0.05 -0.01 0.02
C -4.0495 3.6185 -1.9557 -0.07 0.05 -0.09
C -4.5341 4.9224 -1.8917 0.03 -0.05 0.02
C -3.8506 5.8311 -1.1087 0.03 -0.02 0.00
C -2.7032 5.4448 -0.4054 -0.04 0.04 -0.01
C -2.2160 4.1574 -0.4885 -0.02 0.00 0.04
C -2.8961 3.2257 -1.2722 0.11 -0.09 -0.03
N -2.5187 1.9029 -1.4768 0.06 0.10 0.04
C -3.3433 1.2935 -2.2616 0.00 -0.11 -0.01
C -3.2402 -0.1203 -2.6561 0.04 0.07 0.08
C -3.9474 -0.5264 -3.7910 0.05 0.02 -0.05
C -3.9233 -1.8366 -4.2163 -0.02 -0.01 -0.04
C -3.1664 -2.7501 -3.4994 0.04 -0.01 -0.02
C -2.4549 -2.3550 -2.3795 0.11 0.09 -0.10
C -2.4736 -1.0371 -1.9013 -0.43 0.86 -0.21
H -5.4175 5.2117 -2.4445 -0.02 0.02 0.01
H -4.1982 6.8538 -1.0488 -0.03 0.00 0.04
H -2.1885 6.1677 0.2142 0.02 0.02 -0.02
H -1.3224 3.8721 0.0438 0.08 -0.06 0.06
H -4.5116 0.2078 -4.3546 -0.01 -0.04 -0.01
H -4.4778 -2.1408 -5.0937 -0.01 0.00 0.00
H -3.1400 -3.7894 -3.8027 0.05 0.00 -0.02
H -1.8819 -3.1155 -1.8733 -0.06 -0.04 0.01
S -2.7432 -2.2934 0.6986 -0.49 -0.02 -0.23
C -1.4046 -3.3823 0.5380 -0.04 -0.41 0.44
N -1.5973 -4.6389 0.8632 0.12 0.14 -0.23
N -0.5971 -5.5166 0.8731 0.20 -0.07 -0.15
C 0.7617 -5.4006 1.2353 -0.28 0.03 -0.09
C 1.2927 -4.3022 1.9050 0.05 -0.06 0.19
C 2.6102 -4.3430 2.3318 -0.03 -0.03 0.07
C 3.4164 -5.4450 2.0762 -0.01 -0.02 -0.02
C 2.8864 -6.5262 1.3876 -0.01 0.02 0.04
C 1.5632 -6.5089 0.9787 0.10 -0.03 -0.06
N -0.2368 -3.0189 -0.0711 -0.33 0.55 -0.57
N -0.2384 -1.8537 -0.5843 0.47 0.04 0.05
C 0.8913 -1.6131 -1.4535 -0.25 -0.14 0.22
C 0.8124 -0.5910 -2.3811 -0.09 0.10 -0.11
C 1.8809 -0.3555 -3.2362 -0.04 -0.01 0.02
C 3.0210 -1.1372 -3.1573 -0.02 -0.04 0.04
C 3.0895 -2.1684 -2.2228 0.02 0.03 -0.05
C 2.0263 -2.4172 -1.3768 0.03 -0.08 0.10
H -0.9296 -6.4594 0.7464 -0.02 0.05 0.26
H 0.6812 -3.4379 2.1236 0.05 0.00 0.06
H 3.0032 -3.5008 2.8845 -0.04 -0.07 -0.05
H 4.4409 -5.4648 2.4224 0.02 0.01 -0.03
H 3.4994 -7.3927 1.1767 -0.01 -0.01 0.00
H 1.1442 -7.3602 0.4547 0.00 -0.01 -0.01
H -0.0957 -0.0064 -2.4475 0.03 0.03 -0.01
H 1.8107 0.4394 -3.9663 0.01 0.02 0.01
H 3.8514 -0.9547 -3.8264 0.02 0.01 0.01
H 3.9793 -2.7804 -2.1531 0.00 -0.01 -0.01
H 2.0696 -3.2087 -0.6408 0.02 0.00 -0.01

Entry 2:
95
Properties=species:S:1:pos:R:3:forces:R:3 method="wB97M-V/def2-TZVPD" orbital_gap_ev=8.327
Cd -0.0897 0.0344 0.3711 0.46 0.07 -0.44
O 3.8408 -1.0518 1.8635 -0.08 -0.05 0.10
C 2.7542 -1.1578 1.3056 0.03 0.13 -0.34
O 2.2089 -0.2695 0.5571 -0.29 -0.39 0.07
C 2.0551 -2.5151 1.3798 0.01 0.07 -0.16
C 2.4765 -3.4331 2.3680 0.01 -0.18 0.16
C 1.8904 -4.6601 2.4240 0.01 0.19 -0.02
C 0.9262 -5.0041 1.4480 -0.03 0.06 -0.14
C 0.3171 -6.2774 1.3905 -0.04 -0.08 -0.05
C -0.5581 -6.5869 0.3872 0.01 -0.04 0.04
C -0.8514 -5.6349 -0.6094 -0.02 0.10 -0.03
C -0.2796 -4.3938 -0.5746 -0.08 0.01 -0.03
C 0.6102 -4.0350 0.4634 0.00 -0.37 0.19
N 1.1598 -2.7918 0.4651 0.01 0.16 0.18
H 3.2520 -3.1218 3.0521 -0.03 0.03 0.02
H 2.1511 -5.3828 3.1885 0.05 0.00 0.00
H 0.5777 -7.0134 2.1424 -0.03 0.01 0.02
H -1.0159 -7.5664 0.3363 0.02 -0.01 0.05
H -1.5298 -5.8941 -1.4129 0.03 -0.01 -0.04
H -0.4618 -3.6681 -1.3556 -0.02 0.08 0.17
C -1.7900 4.9934 -1.9140 -0.11 0.03 -0.10
C -1.1660 4.0348 -1.1088 0.17 0.04 0.10
N -1.4610 2.7566 -1.1186 0.34 -0.18 0.16
C -2.4157 2.3234 -1.9493 -0.18 0.20 -0.18
C -3.1506 3.2183 -2.7632 0.17 -0.11 0.14
C -2.8040 4.5775 -2.7340 0.00 -0.05 0.05
C -4.2184 2.7492 -3.5859 -0.11 -0.10 -0.12
C -4.5294 1.4405 -3.6101 -0.06 0.16 -0.05
C -3.7980 0.4959 -2.8249 0.23 -0.02 0.22
C -4.1538 -0.8598 -2.8476 0.05 0.06 0.03
C -3.4701 -1.7368 -2.0568 -0.15 -0.13 -0.06
C -2.4210 -1.2466 -1.2827 0.20 0.00 0.07
N -2.0266 0.0096 -1.2587 -0.12 0.26 -0.13
C -2.7232 0.9046 -1.9975 -0.35 -0.27 -0.17
H -1.4793 6.0286 -1.8789 -0.01 0.00 0.06
H -0.3822 4.3505 -0.4278 0.05 -0.08 0.08
H -3.3519 5.2713 -3.3603 0.03 0.03 0.00
H -4.7739 3.4682 -4.1757 0.01 -0.01 -0.01
H -5.3489 1.0753 -4.2172 0.01 -0.01 -0.01
H -4.9716 -1.1789 -3.4823 -0.01 -0.03 0.02
H -3.7312 -2.7858 -2.0161 0.06 -0.01 0.02
H -1.8705 -1.9261 -0.6461 0.04 -0.11 0.04
N 1.5206 3.6533 2.2051 0.19 -0.13 -0.08
C 0.4676 3.6246 3.0901 -0.28 -0.24 0.01
C 0.1445 4.4131 4.1864 0.06 0.06 0.06
C -1.0359 4.1185 4.8388 0.03 0.06 0.00
C -1.8665 3.0771 4.4065 -0.07 -0.07 -0.02
C -1.5441 2.2969 3.3150 0.03 -0.03 -0.08
C -0.3515 2.5725 2.6480 -0.02 0.29 0.15
N 0.2104 1.9963 1.5238 0.78 0.36 -0.26
C 1.3291 2.6539 1.2963 -0.45 0.10 0.24
C 2.2410 2.4361 0.1800 0.35 0.08 -0.25
C 3.5363 2.8518 0.1002 0.01 0.05 0.09
S 4.2177 2.3796 -1.3922 -0.33 -0.13 0.07
C 2.7026 1.6620 -1.8213 0.35 0.12 -0.08
N 1.7913 1.7623 -0.9224 -0.66 0.18 -0.01
H 2.3151 4.2655 2.2438 0.01 0.02 -0.06
H 0.7857 5.2203 4.5166 -0.01 0.00 -0.01
H -1.3330 4.7111 5.6939 0.02 -0.01 0.01
H -2.7887 2.8873 4.9400 0.00 -0.01 -0.01
H -2.1890 1.5054 2.9657 -0.04 0.03 0.01
H 4.1335 3.3520 0.8456 -0.02 -0.02 0.01
H 2.5652 1.1604 -2.7686 -0.05 -0.03 0.01
C -5.2149 -1.2779 2.8293 0.03 0.10 -0.03
N -3.7627 -1.2513 2.8455 0.11 0.05 -0.24
C -3.0423 -1.8086 3.8554 0.11 -0.03 0.09
C -1.7015 -1.7577 3.8826 0.07 -0.01 0.07
C -1.0146 -1.0950 2.7909 -0.22 -0.04 0.25
O 0.2075 -0.9135 2.7727 0.08 -0.12 -0.10
N -1.7621 -0.6352 1.7405 -0.06 -0.13 0.08
C -3.1178 -0.5852 1.7761 -0.36 -0.06 0.12
O -3.8266 -0.0011 0.9643 0.15 -0.07 0.00
H -5.5677 -2.1120 3.4327 0.02 0.01 0.02
H -5.5434 -1.3893 1.7996 -0.06 -0.06 0.03
H -5.6337 -0.3430 3.2067 0.00 -0.02 0.03
H -3.6157 -2.2799 4.6438 -0.04 -0.01 -0.04
H -1.1222 -2.1846 4.6860 -0.04 0.01 0.01
N 2.8961 -1.7922 -2.0423 0.30 0.26 0.71
C 1.7751 -2.2199 -2.6433 -0.35 0.04 -0.55
S 0.3913 -1.2735 -2.6288 0.14 -0.08 0.00
N 1.9217 -3.3961 -3.3203 0.05 0.07 0.20
C 1.0447 -4.1056 -4.1712 -0.13 -0.01 -0.10
C 1.6327 -4.8691 -5.1790 0.03 0.09 0.04
C 0.8534 -5.5932 -6.0643 0.03 -0.02 0.02
C -0.5278 -5.5765 -5.9503 -0.07 -0.04 -0.04
C -1.1140 -4.8486 -4.9267 0.06 0.00 0.00
C -0.3413 -4.1222 -4.0335 0.09 0.05 -0.01
H 2.7588 -1.1138 -1.2817 -0.05 -0.17 -0.22
H 3.6496 -2.4472 -1.8844 -0.06 0.02 0.03
H 2.8746 -3.7211 -3.3756 0.00 -0.09 0.02
H 2.7134 -4.8838 -5.2718 -0.01 0.02 -0.04
H 1.3301 -6.1642 -6.8503 0.00 -0.01 0.01
H -1.1407 -6.1306 -6.6491 0.01 0.00 0.01
H -2.1906 -4.8405 -4.8132 0.00 0.00 -0.01
H -0.8114 -3.5634 -3.2445 -0.04 0.11 -0.08

Calculated values (hartree) of calculated total energy for the records, taken in order: -3836.24280; -3509.96915.
Calculated values (kcal/mol) of energy above the lowest of the compared OMol25 structures with the same formula, charge and spin for the records, taken in order: 77.8; 0.0.